C23H55F6NO17S | ωB97M-V with the def2-TZVPD basis set

The geometry in XYZ format:
```
103
Properties=species:S:1:pos:R:3:forces:R:3
C 1.17778 3.77001 2.26287 -0.307 -0.226 -0.839
C -0.19271 3.60764 1.51744 0.770 0.262 0.480
S 0.09680 3.79416 -0.27988 0.088 0.350 -0.415
C -0.14778 2.19769 -1.09953 -0.874 -0.121 0.388
N 0.29721 1.01470 -0.31514 -0.515 -0.268 0.477
C -0.11512 -0.15336 -1.09819 -0.677 0.059 1.993
O 0.44820 -0.43362 -2.07417 1.416 -0.705 -2.393
O -1.13030 -0.91976 -0.62430 -0.353 0.581 -0.030
C -2.42657 -0.34000 -0.85024 -0.913 0.268 0.754
C -2.80046 0.48690 0.38991 0.118 -0.108 -0.171
O -4.18866 0.85572 0.32998 0.596 -0.129 0.343
C -4.28110 2.19929 0.64794 0.157 -1.110 2.039
C -4.20655 2.60614 2.10626 0.328 -0.463 -0.001
O -4.38263 2.99295 -0.19958 -0.372 1.767 -2.252
C 1.70693 1.01297 -0.11262 -2.110 -1.674 0.480
O 2.39333 1.64566 -0.79659 2.775 2.284 -1.784
C 2.42154 0.15877 0.97206 -1.473 0.764 0.099
F 3.35261 -0.55247 0.36698 0.431 -1.184 -0.583
F 3.07416 1.01508 1.75127 0.147 0.869 0.628
C 1.52985 -0.71125 1.90507 1.675 -1.079 -0.017
F 0.31509 -0.21796 2.12565 -0.930 0.396 -0.376
F 2.13096 -0.73579 3.09759 0.435 -0.008 0.787
C 1.44673 -2.20897 1.51063 -2.267 0.153 0.588
F 0.97282 -2.37244 0.26588 0.044 0.250 -0.713
F 2.59671 -2.80758 1.63086 1.295 -0.261 -0.057
C 0.45900 -2.92649 2.50391 -0.808 2.119 -2.512
O 0.90276 -3.52839 3.37390 1.760 -2.686 3.431
O -0.86173 -2.86840 2.30672 -0.568 0.527 -0.292
H 1.34604 4.81549 2.53170 -0.139 -0.170 0.195
H 1.26770 3.11735 3.13423 -0.010 0.181 -0.035
H 1.95578 3.54430 1.52761 0.126 -0.199 0.412
H -0.70981 2.68598 1.79677 0.076 0.067 -0.232
H -0.80291 4.46532 1.81349 -0.291 -0.305 -0.254
H -1.22746 2.07765 -1.24905 0.187 -0.138 0.051
H 0.28400 2.20020 -2.10561 0.338 0.445 0.291
H -3.16438 -1.14372 -0.92222 0.343 -0.114 -0.040
H -2.48724 0.22576 -1.78624 0.239 0.000 0.162
H -2.19560 1.39838 0.47190 0.082 -0.273 -0.057
H -2.57281 -0.13783 1.26607 -0.288 0.144 -0.014
H -5.21956 2.71628 2.50181 0.108 -0.057 -0.050
H -3.69188 3.56647 2.16018 -0.201 -0.031 -0.037
H -3.65426 1.88174 2.71217 -0.238 0.000 -0.062
H -1.15843 -1.97914 2.05418 0.059 -0.235 -0.444
C -0.20438 -5.34603 6.38324 -0.014 0.089 -0.225
O -0.70417 -4.01830 6.25036 -0.150 0.151 -0.129
H -0.45124 -5.70507 7.37926 -0.039 0.076 -0.003
H -0.66731 -6.00044 5.64052 0.044 -0.111 0.069
H 0.88037 -5.35348 6.25609 0.001 -0.107 0.032
H -0.47396 -3.71714 5.36248 0.127 -0.037 0.082
C -1.24401 -6.66439 1.09056 0.056 0.270 0.143
O -2.18232 -5.75019 1.65321 -0.019 -0.152 -0.068
H -1.78828 -7.52989 0.71978 -0.044 0.043 0.014
H -0.70911 -6.19460 0.26141 0.051 -0.136 -0.048
H -0.52864 -6.98836 1.85090 0.055 -0.109 -0.092
H -1.68413 -4.99181 1.97566 -0.192 0.059 0.071
C 5.79734 0.41746 -2.47219 -0.271 0.235 0.100
O 5.60263 1.82389 -2.57604 -0.017 0.040 -0.084
H 6.65442 0.14296 -3.08267 -0.006 0.078 -0.006
H 5.99194 0.14374 -1.43111 0.029 -0.212 -0.055
H 4.91096 -0.10892 -2.83523 0.088 -0.173 0.036
H 4.84016 2.04592 -2.02893 -0.025 0.032 -0.080
C -3.32315 -8.36740 4.04955 -0.034 0.316 -0.241
O -3.82056 -7.04801 3.88812 -0.047 -0.114 0.008
H -3.59518 -8.71749 5.04310 -0.012 0.040 -0.004
H -3.76275 -9.03499 3.30263 0.080 -0.155 0.077
H -2.23257 -8.37775 3.95260 0.018 -0.176 0.041
H -3.56924 -6.75336 3.00316 0.094 0.201 0.117
C 2.13722 3.91418 -4.07341 0.179 0.448 0.306
O 1.22414 4.79178 -3.41602 -0.115 -0.149 0.004
H 1.60345 3.01326 -4.36484 -0.093 0.071 -0.006
H 2.54251 4.39213 -4.96442 0.036 -0.179 -0.066
H 2.95110 3.64674 -3.39252 0.043 -0.156 -0.095
H 1.71373 5.58114 -3.16441 -0.108 -0.060 0.032
C -3.39867 -2.52619 4.49146 0.149 -0.253 0.318
O -3.44053 -2.77796 5.88132 -0.016 0.129 -0.056
H -4.30433 -1.99535 4.20223 -0.003 -0.005 0.042
H -2.52328 -1.90879 4.25311 -0.057 0.056 -0.214
H -3.34359 -3.47255 3.94371 -0.012 0.115 -0.222
H -2.62443 -3.25101 6.09592 -0.031 -0.090 0.241
C 2.33169 3.50733 -8.53830 0.225 -0.103 0.092
O 2.45969 3.28842 -7.13343 -0.061 0.191 -0.221
H 1.37433 3.98871 -8.72274 0.005 0.000 0.089
H 3.13459 4.15615 -8.89408 -0.067 0.011 -0.125
H 2.36550 2.55492 -9.07356 -0.022 0.064 -0.117
H 3.31245 2.86123 -6.98653 -0.105 -0.028 0.066
C 1.77762 0.12072 -5.41641 -0.030 0.241 -0.283
O 2.23142 0.60907 -6.67311 -0.146 -0.130 0.017
H 2.29100 -0.81530 -5.20669 0.009 0.015 -0.036
H 2.00658 0.83739 -4.62307 -0.046 -0.120 0.139
H 0.70018 -0.06278 -5.44581 0.001 -0.069 0.167
H 1.76928 1.44313 -6.85463 0.268 -0.151 0.125
C -6.98812 4.29435 -2.56347 0.228 -0.085 0.268
O -6.77475 4.21339 -1.16181 -0.058 0.029 -0.081
H -7.99762 4.66192 -2.73597 0.006 -0.004 0.044
H -6.27371 4.98656 -3.01792 -0.074 -0.016 -0.158
H -6.88466 3.30650 -3.02192 -0.045 0.060 -0.158
H -5.87692 3.88635 -1.02349 -0.153 0.084 0.059
C 6.81856 2.76837 0.30994 0.002 0.215 -0.097
O 6.24750 4.06609 0.17974 -0.055 0.014 0.039
H 6.64913 2.41562 1.32543 -0.021 0.136 0.028
H 6.34618 2.08416 -0.39132 0.163 -0.150 0.050
H 7.89415 2.81207 0.11962 0.016 -0.196 0.036
H 6.40879 4.35887 -0.72347 -0.044 -0.021 0.079
```
Forces are in eV/Å.

Properties
SMILES: CCSCN(C(=O)OCCOC(C)=O)C(=O)C(F)(F)C(F)(F)C(F)(F)C(=O)O.CO.CO.CO.CO.CO.CO.CO.CO.CO.CO
Total charge: 0

***

CH8NO | ωB97M-V with the def2-TZVPD basis set

The geometry in XYZ format:
```
11
Properties=species:S:1:pos:R:3:forces:R:3
N -1.42483 -0.83723 -0.49371 -0.018 0.242 -4.143
H -1.30965 -1.68885 -1.15006 -0.324 1.519 1.627
H -1.89908 -1.02848 0.33684 -0.824 -1.038 1.891
H -0.46623 -0.41657 -0.22987 -0.318 -0.371 0.428
H -2.06723 -0.16488 -0.99466 1.084 -0.662 0.396
C 1.27022 1.10968 0.31334 -1.987 -0.750 1.485
O 0.67646 -0.11829 0.82250 0.687 -1.569 -0.103
H 0.37554 1.59089 -0.04267 0.043 1.088 -0.182
H 1.67770 1.61404 1.19398 0.604 0.216 -0.889
H 1.80065 0.76024 -0.51994 1.754 0.646 -0.942
H 1.36646 -0.82056 0.76424 -0.700 0.680 0.432
```
Forces are in eV/Å.

Properties
Total charge: +1

***

C29H27AuF3N2O5PS4 | ωB97M-V with the def2-TZVPD basis set

The geometry in XYZ format:
```
72
Properties=species:S:1:pos:R:3:forces:R:3
Au -0.68393 -1.49791 0.22365 0.466 0.080 0.016
F -0.31887 -5.66514 -3.43022 0.025 -0.070 0.062
C 0.24339 -6.16583 -2.31298 -0.014 0.005 0.029
F -0.71906 -6.76884 -1.60433 0.070 0.029 -0.102
F 1.10017 -7.12992 -2.71410 -0.100 0.022 -0.004
C 0.96617 -5.10383 -1.52688 0.077 0.008 0.030
C 2.31671 -5.23783 -1.29284 -0.031 -0.016 -0.038
C 3.00732 -4.25187 -0.59496 -0.010 0.035 -0.004
C 2.29709 -3.15444 -0.17138 -0.024 0.167 0.031
N 0.98360 -3.01466 -0.38177 -0.266 -0.039 0.062
C 0.27304 -3.97520 -1.02971 -0.114 0.044 0.039
S -1.41037 -3.70286 -1.16882 0.043 -0.298 -0.171
H 2.83669 -6.11238 -1.65931 -0.008 0.018 0.010
H 4.06518 -4.33292 -0.39603 -0.003 0.009 0.005
H 2.79061 -2.34465 0.35206 -0.040 0.002 0.043
O -0.84746 -3.06805 3.97376 -0.073 0.063 0.015
C -0.47837 -2.32497 3.09977 -0.001 -0.134 -0.165
O -0.96187 -2.51314 1.87123 -0.043 0.173 0.130
C 0.56341 -1.28172 3.40839 0.060 -0.056 -0.043
C 1.45265 -0.76382 2.47729 0.016 0.004 0.029
C 2.44503 0.12403 2.85797 0.012 -0.012 0.046
C 2.52252 0.48175 4.18911 0.070 0.089 -0.010
C 1.65608 -0.01713 5.14485 -0.064 -0.014 -0.010
C 0.68024 -0.91073 4.74399 0.046 0.024 0.103
N 3.56821 1.44209 4.60138 0.063 0.132 0.056
O 3.56023 1.82999 5.75365 -0.006 -0.121 -0.223
O 4.37502 1.79771 3.75901 -0.175 -0.066 0.109
H 1.39278 -1.06102 1.44176 0.061 0.042 -0.034
H 3.14317 0.53952 2.14710 0.002 -0.009 -0.009
H 1.74939 0.29727 6.17319 0.006 0.001 0.003
H -0.00935 -1.33281 5.46165 0.016 0.005 -0.027
S -1.34556 1.69302 3.68758 0.017 -0.034 0.023
P -1.53316 1.79858 1.76607 0.120 0.112 -0.111
S -2.25623 0.13065 0.72821 -0.220 -0.217 0.092
C -2.75272 3.06128 1.25230 -0.040 0.019 0.010
C -2.56785 4.32534 1.81385 0.001 0.007 0.006
C -3.42223 5.36628 1.49260 0.003 0.002 0.006
C -4.48240 5.15249 0.62034 -0.002 0.011 0.004
C -4.67824 3.89715 0.06811 -0.003 -0.012 -0.014
C -3.81349 2.85367 0.37673 0.048 0.000 -0.013
C -0.01442 2.33846 0.91831 0.032 0.026 -0.016
C 0.07804 2.31645 -0.47148 -0.042 0.021 -0.016
C 1.21413 2.80394 -1.09784 -0.003 0.000 0.005
C 2.26048 3.32136 -0.34267 -0.011 0.008 0.005
C 2.16522 3.35731 1.04070 0.037 -0.028 0.016
C 1.02906 2.86547 1.67063 0.022 -0.019 0.009
H -1.75674 4.48616 2.51469 -0.020 -0.004 -0.006
H -3.26621 6.34420 1.93096 -0.004 -0.028 -0.009
H -5.15762 5.96396 0.37812 0.019 -0.020 0.002
H -5.50803 3.72346 -0.60668 0.032 -0.001 0.029
H -3.97710 1.88150 -0.06796 0.002 -0.002 0.006
H -0.73859 1.91168 -1.05708 0.026 0.025 0.022
H 1.28250 2.79334 -2.17978 -0.007 0.007 0.022
H 3.14637 3.70466 -0.83379 -0.011 -0.005 0.004
H 2.97849 3.76000 1.63243 -0.028 -0.020 -0.006
H 0.94117 2.87911 2.75084 0.005 0.001 -0.017
C 1.28177 -0.64004 -5.05594 -0.028 -0.024 -0.018
C 0.59061 -0.00819 -3.85474 -0.019 -0.030 -0.054
S -0.22550 -1.27881 -2.86769 0.044 0.003 0.125
O -0.37404 -0.49730 -1.53002 -0.047 0.072 -0.031
C -1.86877 -1.26542 -3.59947 -0.018 0.006 -0.156
C -2.65766 0.01026 -3.35720 -0.002 -0.006 0.012
H 1.72581 0.13847 -5.67573 0.002 -0.015 0.020
H 0.58054 -1.19788 -5.68072 0.024 0.036 0.018
H 2.07121 -1.32325 -4.74195 -0.027 0.017 -0.010
H -0.14012 0.74636 -4.14421 0.010 -0.003 0.060
H 1.29553 0.44629 -3.15821 0.031 -0.033 -0.018
H -2.35257 -2.14066 -3.16828 0.025 0.014 0.001
H -1.68897 -1.47095 -4.65990 -0.054 0.007 0.018
H -2.63269 0.28552 -2.30219 -0.010 -0.015 -0.005
H -3.69695 -0.16389 -3.63660 0.027 0.006 -0.011
H -2.29247 0.84929 -3.94884 0.006 0.004 0.018
```
Forces are in eV/Å.

Properties
Total charge: 0

***

Going through the records in order, we get energy values of -3240.3410; -172.6098; -3976.3228 hartree.